Computed, not measured: one molecule with the formula C4H8F3NOSi in a non-equilibrium geometry, with ωB97M-V with the def2-TZVPD basis set.

Last column: Löwdin charge in e.
Cartesian coordinates (Å):
C1 0.406 -0.533 -0.322  -0.2940
C2 1.747 -1.088 -0.790  0.0002
C3 0.966 1.722 -0.848  0.0219
C4 -1.179 1.202 -0.021  -0.0282
N1 -0.016 0.719 -0.422  -0.2062
O1 -0.594 -1.429 0.211  -0.0191
F1 -3.055 -1.287 1.171  -0.0044
F2 -1.510 -2.830 2.212  -0.0744
F3 -1.328 -0.255 2.563  -0.0678
Si1 -1.544 -1.404 1.435  0.0647
H1 1.831 -1.298 -1.819  0.0597
H2 2.534 -0.406 -0.474  0.0668
H3 1.695 -1.971 -0.054  0.1217
H4 1.872 1.535 -0.393  0.0664
H5 0.941 1.588 -1.926  0.1192
H6 0.512 2.657 -0.590  0.0808
H7 -2.058 0.737 0.030  0.0014
H8 -1.221 2.342 0.040  0.0915

Force components x, y, z for each atom (eV/Å):
C -0.87 -0.01 -0.33
C -2.05 -0.41 3.76
C -2.46 -0.48 -1.43
C 1.90 4.92 -0.21
N 0.50 -1.12 1.09
O 2.71 0.88 -2.43
F -1.66 0.27 -1.11
F 0.55 1.03 -0.70
F 0.47 -1.09 -0.85
Si -0.46 -0.27 4.42
H 0.02 -0.69 -1.15
H 0.16 -0.23 -0.02
H 1.11 0.63 -1.71
H 1.99 -0.11 0.73
H 0.75 0.46 -0.16
H 0.37 0.53 0.05
H -2.94 -2.34 0.19
H -0.08 -1.96 -0.13

- energy (eV) = -23848.83696
- max |F| (Eh/bohr) = 0.103
- net charge = 0
- ΔE to the lowest compared entry with this formula, charge and spin (kJ/mol) = 16.08
- Kohn-Sham gap (eV) = 7.57

---

Computed, not measured: C4H8F8LiN4O18S9 as an isolated structure in a non-equilibrium geometry, with ωB97M-V with the def2-TZVPD basis set.

Last column: Löwdin charge in e.
Cartesian coordinates (Å):
Li1 -0.297 -0.349 0.099  0.6030
N1 3.544 -2.338 -2.471  -0.2303
S1 3.020 -2.754 -3.859  0.5147
O1 4.046 -2.669 -4.942  -0.3631
O2 1.596 -2.777 -4.243  -0.3093
F1 3.081 -4.402 -3.371  -0.3125
S2 2.575 -0.942 -2.565  0.5528
O3 1.283 -1.026 -1.910  -0.2903
O4 2.831 -0.035 -3.699  -0.2964
F2 3.478 -0.465 -1.369  -0.2138
N2 -0.057 -1.673 1.444  -0.2931
S3 0.709 -3.205 1.334  0.6069
O5 0.622 -4.044 2.517  -0.2922
O6 1.881 -3.352 0.457  -0.2688
F3 -0.405 -3.854 0.305  -0.2178
S4 1.163 -1.155 2.270  0.4390
O7 2.205 -0.580 1.466  -0.2862
O8 1.438 -1.617 3.621  -0.2753
F4 0.317 0.213 2.585  -0.2490
N3 -2.986 -0.539 2.534  -0.1950
S5 -2.989 0.687 1.286  0.5901
O9 -1.776 0.897 0.498  -0.3543
O10 -4.089 1.638 1.198  -0.2684
F5 -3.544 -0.423 0.339  -0.2042
S6 -3.114 0.593 3.570  0.4247
O11 -4.494 1.086 3.740  -0.3415
O12 -1.969 1.514 3.690  -0.3370
F6 -2.895 -0.227 4.942  -0.2254
N4 -3.226 -2.694 -3.301  -0.2613
S7 -1.736 -2.633 -2.345  0.6432
O13 -1.022 -3.884 -2.210  -0.2738
O14 -1.522 -1.652 -1.310  -0.3319
F7 -0.854 -1.935 -3.525  -0.2189
S8 -4.168 -2.160 -2.295  0.2950
O15 -4.307 -0.723 -2.344  -0.3079
O16 -4.329 -2.890 -1.095  -0.2874
F8 -5.500 -2.566 -2.963  -0.2007
C1 1.685 3.791 1.920  -0.2411
C2 0.755 4.730 1.195  -0.1958
C3 0.265 3.794 0.013  -0.1574
S9 1.661 2.555 -0.316  0.7764
O17 2.523 2.888 -1.502  -0.3592
O18 0.946 1.267 -0.215  -0.3901
C4 2.725 2.913 1.058  -0.1966
H1 1.166 3.073 2.555  0.1125
H2 2.264 4.278 2.705  0.0985
H3 1.315 5.578 0.801  0.1012
H4 -0.005 4.951 1.944  0.1143
H5 -0.115 4.216 -0.917  0.0955
H6 -0.596 3.286 0.447  0.0842
H7 3.582 3.534 0.799  0.0873
H8 3.319 2.081 1.434  0.1069

Force components x, y, z for each atom (eV/Å):
Li -0.18 0.42 -1.21
N -2.80 2.87 -1.54
S 0.97 -7.86 -4.64
O -2.33 0.06 1.99
O 2.62 1.44 0.57
F 0.48 0.68 -1.15
S 0.60 2.09 3.67
O 1.31 0.12 -1.64
O -0.71 -1.74 1.98
F 0.24 2.27 0.68
N 2.13 -4.93 0.55
S -1.92 -5.18 -4.77
O 0.03 1.50 -1.13
O -1.59 1.25 2.44
F 0.77 0.86 1.83
S 0.40 7.06 3.42
O 0.53 -1.09 0.53
O 0.00 -0.27 -1.91
F 0.39 0.14 0.43
N 0.86 2.94 -1.76
S -2.00 -3.83 -5.95
O 0.07 1.31 2.32
O 2.36 -0.05 1.01
F -0.83 -0.57 -0.52
S -1.04 1.72 6.31
O 2.46 -0.34 0.23
O -1.94 -0.41 -0.90
F -0.20 -0.40 -0.33
N 6.46 -1.80 -0.14
S 3.90 -0.29 -3.31
O -2.22 0.81 -0.18
O -1.56 -0.44 -0.04
F -1.34 -0.45 0.40
S -4.85 3.82 1.99
O 0.42 -0.36 0.75
O 0.85 -0.34 2.04
F -2.09 -0.82 -1.93
C 2.46 -1.92 2.33
C 0.83 -1.66 -1.75
C 0.14 0.54 1.15
S -0.03 -1.04 -2.73
O -2.48 -0.58 2.09
O 1.68 2.17 -0.29
C -0.93 2.00 0.77
H -0.72 -0.17 -0.43
H 0.24 0.53 -0.14
H -0.28 0.29 0.23
H -0.27 0.48 -0.62
H 0.62 0.24 -0.04
H 0.35 -0.90 -0.25
H -0.51 0.54 -1.01
H -1.37 -0.70 0.61

- energy (eV) = -166548.67847
- max |F| (Eh/bohr) = 0.179
- net charge = -3
- ΔE to the lowest compared entry with this formula, charge and spin (kJ/mol) = 596.89
- Kohn-Sham gap (eV) = 7.39

---

Computed, not measured: C4H8FKO7P as an isolated structure in a non-equilibrium geometry, with ωB97M-V with the def2-TZVPD basis set.

Last column: Löwdin spin population.
Cartesian coordinates (Å):
K1 -1.138 -1.331 -0.781  -0.0064
P1 -1.212 -4.457 -1.756  -0.0412
O1 -2.151 -4.895 -2.891  0.3319
O2 -2.034 -3.762 -0.578  -0.0147
O3 -0.321 -3.462 -2.625  0.5214
O4 -0.105 -5.548 -1.612  0.2097
F1 -3.365 -0.653 -2.222  -0.0003
C1 -0.947 1.365 2.577  0.0000
C2 -0.632 2.537 1.637  0.0000
O5 0.705 2.562 1.159  0.0000
C3 1.089 1.753 0.172  0.0000
O6 0.474 0.745 -0.227  -0.0002
O7 2.317 2.033 -0.110  0.0000
C4 3.055 1.095 -0.959  0.0000
H1 -0.379 1.248 3.500  0.0000
H2 -1.012 0.421 2.034  0.0000
H3 -1.962 1.487 2.954  0.0000
H4 -0.821 3.453 2.197  0.0000
H5 -1.377 2.646 0.849  0.0000
H6 3.969 1.594 -1.281  0.0000
H7 2.527 0.785 -1.860  0.0000
H8 3.321 0.384 -0.176  0.0000

Force components x, y, z for each atom (eV/Å):
K -1.05 -0.65 -1.03
P 0.10 -0.18 -1.20
O -0.74 -0.28 0.15
O 2.54 -1.41 -1.21
O -0.22 1.39 0.87
O -1.15 0.43 1.89
F 0.43 0.61 0.47
C -0.91 -0.30 -0.46
C -1.00 -0.30 1.02
O -0.02 0.87 -0.22
C -2.19 -3.86 0.56
O 1.10 2.86 0.62
O 1.55 1.22 -1.57
C 0.11 0.56 1.14
H 0.64 0.26 -0.39
H 0.43 -0.01 0.05
H -0.25 0.31 -0.16
H 0.79 0.22 0.11
H 0.26 -0.72 -0.43
H -0.16 0.31 0.23
H -0.33 -0.39 0.60
H 0.05 -0.97 -1.04

- 2S+1 = 2
- energy (eV) = -46942.09214
- <S²> = 0.765
- max |F| (Eh/bohr) = 0.087
- net charge = -2
- ΔE to the lowest compared entry with this formula, charge and spin (kJ/mol) = 140.57
- Kohn-Sham gap (alpha / beta) (eV) = 4.03 / 3.63

---

Computed, not measured: C4H8FN as an isolated structure in a non-equilibrium geometry, with ωB97M-V with the def2-TZVPD basis set.

Last column: Löwdin charge in e.
Cartesian coordinates (Å):
C1 -0.665 -0.750 -0.183  -0.3398
C2 -0.058 0.560 0.358  -0.5923
C3 1.407 0.278 0.071  -0.1523
C4 2.121 -0.824 -0.007  -0.0292
H1 -2.288 -0.219 0.985  0.1059
H2 -2.770 -1.687 -0.029  0.1897
H3 -0.390 -1.033 -1.269  0.1478
H4 -0.060 -1.414 0.538  0.1057
H5 -0.247 0.464 1.508  0.1800
H6 1.828 1.318 0.006  0.1222
H7 3.235 -0.880 -0.430  0.1042
H8 1.701 -1.836 0.191  0.0572
N1 -2.085 -0.567 -0.080  -0.0834
F1 -0.360 1.519 -0.264  0.1843

Force components x, y, z for each atom (eV/Å):
C 0.65 -0.78 0.29
C 4.00 -12.24 5.00
C 1.21 2.70 1.22
C 2.41 -1.55 -1.17
H 0.49 -1.03 -3.22
H 2.95 4.27 -0.36
H -0.27 0.73 1.75
H -1.80 -0.13 -1.07
H -0.01 1.12 -1.62
H 0.50 -1.21 -0.56
H -2.53 0.53 1.28
H 0.37 0.93 -0.26
N -4.26 -3.73 3.72
F -3.71 10.39 -5.02

- energy (eV) = -8480.75273
- max |F| (Eh/bohr) = 0.269
- net charge = 0
- ΔE to the lowest compared entry with this formula, charge and spin (kJ/mol) = 413.44
- Kohn-Sham gap (eV) = 10.34